The following is a quantum chemistry calculation of 5 unconnected molecules or ions with the total composition C5H20O5S2, from the OMol25 dataset.

Calculated total energy ... -37417.3566 eV
Gap between HOMO and LUMO ... 0.304 Eh
SMILES string ... CCSSCCCO.O.O.O.O
Charge ... 0

CARTESIAN COORDINATES (ANGSTROEM)
C 2.293 -0.673 -0.275
C 2.627 -2.074 -0.749
S 1.417 -2.663 -2.002
S 0.088 -1.336 -2.515
C -1.276 -1.066 -1.305
C -1.531 0.426 -1.209
C -2.598 0.849 -0.172
O -2.683 -0.013 0.942
H 1.321 -0.624 0.210
H 2.371 0.095 -1.032
H 2.952 -0.392 0.549
H 3.620 -2.079 -1.182
H 2.563 -2.764 0.079
H -0.934 -1.552 -0.396
H -2.163 -1.650 -1.569
H -1.872 0.749 -2.190
H -0.601 0.919 -0.966
H -2.345 1.893 0.027
H -3.582 0.854 -0.642
H -2.624 0.442 1.789
O 1.189 1.857 0.599
H 0.524 1.845 1.318
H 1.811 2.537 0.878
O -0.830 -1.403 2.473
H -1.229 -2.175 2.890
H -1.503 -1.021 1.873
O 1.570 1.789 -2.652
H 0.777 1.236 -2.549
H 1.679 2.017 -1.713
O -0.387 1.392 2.792
H -0.257 2.060 3.472
H -0.387 0.524 3.227

Atomic partial charges in e from the Löwdin method, atoms 1 to 2:
1 C -0.20
2 C -0.54